Record 1
{
  "formula": "C16H19ClN2O5",
  "method": "ωB97M-V/def2-TZVPD",
  "energy_ha": -1566.3964,
  "e_lumo_ev": -1.8,
  "fmax_ev_per_a": 18.130,
  "e_homo_ha": -0.3288,
  "gap_ha": 0.261,
  "elements": ["O", "C", "O", "H", "C", "H", "H", "C", "N", "C", "O", "C", "C", "C", "C", "C", "C", "H", "H", "H", "H", "H", "H", "H", "H", "H", "H", "H", "H", "C", "C", "C", "C", "C", "C", "Cl", "H", "H", "N", "O", "O", "H", "H"],
  "coordinates": [[-0.89310, -1.25469, 2.72586], [0.06827, -1.68720, 2.59015], [0.87229, -1.99414, 3.64160], [0.55647, -1.69261, 4.35215], [0.61211, -2.08927, 1.01818], [0.60216, -3.27283, 1.01605], [2.00713, -2.04650, 1.13530], [-0.03274, -1.52476, -0.06907], [0.26002, -0.13256, 0.04004], [-0.66025, 0.89812, -0.14014], [-1.72127, 0.31481, -0.54273], [-0.31718, 2.12771, 0.12207], [-1.43872, 3.40039, -0.27544], [-2.56462, 3.00867, 0.88357], [-2.24012, 3.21038, 2.18282], [-0.88681, 2.19309, 2.57787], [0.23576, 2.58328, 1.62588], [0.63946, 3.46961, 1.79036], [0.84333, 1.71705, 2.02636], [-0.61758, 2.26647, 3.68575], [-1.47097, 1.16195, 2.37484], [-2.83354, 2.90188, 2.95990], [-1.74512, 4.12847, 2.52119], [-2.82903, 2.00353, 0.71269], [-3.58739, 3.66076, 0.54035], [-1.75300, 3.10930, -1.10131], [-0.95513, 4.42067, -0.15426], [0.53583, 2.39518, -0.34551], [1.34936, 0.20129, 0.47521], [0.61858, -2.00635, -1.28432], [1.46370, -1.50142, -2.01137], [1.88705, -1.94695, -3.35843], [1.43730, -3.13380, -3.71758], [0.48615, -3.68335, -3.14314], [0.06457, -3.21432, -1.89237], [-1.22886, -4.22793, -0.81198], [-0.13651, -4.68016, -3.47929], [2.02520, -3.51223, -4.57733], [3.02010, -1.29901, -3.97645], [3.44143, -1.88382, -5.02990], [3.61071, -0.14100, -3.40165], [2.21881, -0.62468, -1.64939], [-0.94383, -1.62302, -0.03652]],
  "atomic_forces_ev_per_a": [[-16.3929, 7.4813, 2.0038], [14.9353, -7.1359, -4.8253], [5.6664, -4.3993, -9.5638], [-4.3286, 3.8209, 8.9213], [6.5591, -5.9428, 8.2425], [-0.3653, 2.2522, 0.0159], [-4.2902, 0.5187, -0.8107], [9.2481, 4.2998, -1.1041], [5.2805, 5.1412, 2.2896], [-3.6945, -12.8357, -1.9914], [0.3429, 3.4722, 0.2907], [0.1669, 12.3760, 3.7139], [3.3521, -1.1528, 10.7670], [-3.3160, 3.4900, -7.9370], [6.7849, 0.2131, 6.0433], [-4.4786, 0.6607, -0.0665], [-3.1989, -9.3572, 0.0141], [1.6582, 4.0735, 0.0595], [1.0299, 1.2115, -1.2245], [-0.4383, 0.0237, -1.5014], [2.3034, 1.8188, 0.3995], [-2.4171, -0.4750, 1.3388], [-0.7632, 0.6109, -0.5832], [-0.3858, -1.2392, -0.5211], [2.4394, -1.6199, 0.9841], [-3.0750, -1.7141, -7.7415], [-0.6806, -1.4696, -0.3129], [2.8062, 0.4229, -2.4445], [-4.3671, -1.6637, -1.7323], [-8.6422, -7.5752, 2.0490], [10.9157, 7.5337, -6.7085], [0.6639, 3.1969, 5.3661], [7.5687, 2.0661, -7.9391], [-10.2875, -7.6964, 5.9030], [-1.1636, -0.3153, 1.2347], [2.0393, 1.6150, -2.1809], [2.1326, 2.5340, 0.5834], [-1.0873, -0.3287, 0.1990], [3.5321, 2.1913, -0.9624], [-0.9546, 2.7825, 3.6051], [-3.0830, -5.8571, -2.9613], [-2.4144, -1.6997, -0.8314], [-9.6009, -1.3290, -0.0803]],
  "nbo_charge": [-0.540, 0.840, -0.695, 0.466, -0.463, 0.255, 0.215, -0.175, -0.588, 0.641, -0.654, -0.351, -0.301, -0.408, -0.417, -0.406, -0.370, 0.208, 0.207, 0.208, 0.225, 0.216, 0.188, 0.234, 0.188, 0.181, 0.208, 0.255, 0.386, -0.108, -0.129, 0.050, -0.190, -0.286, 0.228, -0.087, 0.257, 0.263, 0.462, -0.324, -0.418, 0.264, 0.263]
}

Record 2
{
  "formula": "C4H12N2O",
  "method": "ωB97M-V/def2-TZVPD",
  "smiles": "NC[C@H](N)CCO",
  "energy_ha": -344.2795,
  "e_lumo_ev": 1.0,
  "fmax_ev_per_a": 5.466,
  "e_homo_ha": -0.3341,
  "gap_ha": 0.372,
  "elements": ["N", "C", "C", "N", "C", "C", "O", "H", "H", "H", "H", "H", "H", "H", "H", "H", "H", "H", "H"],
  "coordinates": [[1.45458, 0.49910, 1.99020], [0.45737, 1.00640, 0.87626], [0.59387, 0.02550, -0.30463], [1.79801, 0.20045, -1.10071], [-0.76984, 0.12012, -1.04411], [-1.85248, -0.83232, -0.38001], [-1.63125, -2.25475, -0.47666], [1.02961, 0.88338, 2.79131], [2.38061, 0.86103, 1.98231], [-0.65440, 0.85374, 1.31279], [0.61173, 2.01644, 0.54247], [0.72094, -0.94850, 0.18625], [2.43021, -0.55802, -0.93295], [2.03464, 1.12198, -0.82590], [-0.53220, -0.12339, -2.10088], [-1.25883, 1.14625, -1.12578], [-3.00086, -0.62132, -0.76284], [-1.88248, -0.59904, 0.61048], [-1.92926, -2.79705, -1.23760]],
  "atomic_forces_ev_per_a": [[-2.4903, 0.3666, -1.7451], [0.1461, -2.8338, 1.7710], [-1.5793, -0.2302, 1.1848], [-1.9594, 0.2265, -0.3203], [-0.6680, -0.7904, -1.2386], [-2.3138, -0.4135, -4.9352], [0.6024, -0.1060, 0.4417], [-0.2243, 0.2527, 1.5586], [0.7132, 0.6014, -0.6269], [2.7577, 0.6542, -0.7583], [0.0019, 0.7152, 0.0489], [-0.7410, 0.0115, -0.2555], [0.6643, 0.4406, 0.2513], [1.8245, 0.6288, -0.3182], [-0.5597, -0.2631, 0.4600], [0.9127, -0.9429, 0.5456], [2.8913, -0.1409, 0.6104], [-0.0069, 0.2302, 2.9325], [0.0285, 1.5934, 0.3932]],
  "nbo_charge": [-0.852, -0.225, -0.085, -0.842, -0.454, -0.028, -0.764, 0.348, 0.354, 0.193, 0.176, 0.210, 0.378, 0.355, 0.224, 0.205, 0.152, 0.165, 0.487]
}